Record 1
C4H5N3 | ωB97M-V/def2-TZVPD

HOMO level (hartree): -0.32994
Total charge: 0

```
12
Properties=species:S:1:pos:R:3:lowdin_charge:R:1
N -1.995 1.291 -2.114 0.13
C -1.245 0.848 -1.340 -0.29
C -0.405 0.151 -0.421 -0.27
C 1.116 -0.192 -0.503 -0.15
N 1.482 -0.744 0.809 0.04
C 0.513 -0.478 1.586 -0.22
N -0.593 0.140 1.004 0.05
H -1.142 -0.659 -1.207 0.22
H 1.247 -0.933 -1.284 0.11
H 1.796 0.650 -0.703 0.12
H 0.500 -0.742 2.647 0.13
H -1.274 0.667 1.526 0.14
```

=====

Record 2
C35H47AsCoI2N4O2 | ωB97M-V/def2-TZVPD

Multiplicity: 2
HOMO level (spin up / spin down) (hartree): -0.27140 / -0.27508
Total charge: 0

```
92
Properties=species:S:1:pos:R:3:lowdin_charge:R:1
Co 0.035 -0.155 -0.450 0.61
I -4.245 0.297 5.450 0.84
C -2.576 0.232 4.173 -0.73
C -1.650 -0.786 4.322 -0.26
C -0.595 -0.870 3.433 -0.63
I 0.774 -2.452 3.581 0.95
C -0.422 0.044 2.371 -0.44
O 0.518 -0.065 1.478 -0.26
C -1.324 1.133 2.342 -0.15
C -1.042 2.204 1.337 -0.14
N -1.220 1.734 -0.050 -0.04
C -1.191 2.882 -0.968 -0.14
C 0.162 3.288 -1.511 -0.26
C 0.474 4.631 -1.692 -0.01
C 1.654 4.971 -2.331 -0.05
C 2.488 3.957 -2.779 -0.06
C 2.111 2.650 -2.536 -0.15
N 0.981 2.320 -1.909 0.09
C -2.411 1.198 3.195 -0.11
H -1.761 -1.517 5.112 0.09
H -0.005 2.530 1.441 0.12
H -1.694 3.063 1.536 0.12
H -2.136 1.297 -0.097 0.09
H -1.636 3.757 -0.484 0.12
H -1.816 2.658 -1.838 0.12
H -0.204 5.398 -1.341 0.11
H 1.916 6.010 -2.483 0.11
H 3.406 4.179 -3.305 0.11
H 2.735 1.820 -2.847 0.10
H -3.127 2.007 3.099 0.10
C -3.819 -0.795 -3.062 -0.08
C -3.921 0.289 -1.983 -0.19
C -4.109 -0.244 -0.578 -0.19
C -5.296 0.059 0.080 -0.05
C -5.599 -0.483 1.316 -0.08
C -4.720 -1.385 1.886 -0.06
C -3.520 -1.717 1.269 -0.15
C -2.646 -2.740 1.953 -0.22
C -3.165 -4.173 1.788 -0.07
C -3.178 -1.092 0.048 -0.17
N -1.884 -1.286 -0.500 0.07
C -1.577 -2.464 -0.934 -0.09
C -0.241 -2.833 -1.179 -0.34
C 0.304 -4.062 -1.577 -0.05
C 1.684 -3.908 -1.518 -0.09
C 1.918 -2.596 -1.082 -0.18
N 0.769 -1.948 -0.882 -0.01
H -2.873 -1.321 -2.990 0.05
H -3.879 -0.341 -4.053 0.07
H -4.637 -1.512 -2.966 0.08
H -4.777 0.927 -2.210 0.10
H -3.029 0.916 -2.055 0.08
H -6.010 0.716 -0.405 0.11
H -6.524 -0.226 1.816 0.10
H -4.964 -1.842 2.839 0.10
H -2.627 -2.518 3.020 0.09
H -1.621 -2.685 1.593 0.07
H -4.186 -4.260 2.165 0.07
H -2.530 -4.863 2.345 0.07
H -3.168 -4.486 0.743 0.06
H -2.355 -3.213 -1.088 0.14
H -0.254 -4.945 -1.852 0.10
H 2.437 -4.643 -1.754 0.09
H 2.870 -2.120 -0.905 0.06
C 5.151 -0.538 -1.673 -0.19
C 4.833 0.661 -0.782 -0.44
As 3.095 0.455 0.179 1.24
C 3.049 2.264 0.975 -0.43
C 4.219 2.674 1.864 -0.16
C 3.673 -0.606 1.740 -0.44
C 5.163 -0.711 2.047 -0.16
H 6.097 -0.399 -2.199 0.07
H 4.368 -0.697 -2.418 0.05
H 5.233 -1.453 -1.082 0.06
H 4.755 1.568 -1.389 0.05
H 5.642 0.820 -0.068 0.05
H 2.120 2.303 1.548 0.04
H 2.941 2.977 0.152 0.04
H 4.278 2.039 2.748 0.06
H 4.097 3.705 2.206 0.07
H 5.166 2.611 1.326 0.06
H 3.260 -1.604 1.593 0.02
H 3.133 -0.180 2.587 0.05
H 5.704 -1.204 1.237 0.06
H 5.310 -1.306 2.951 0.07
H 5.623 0.263 2.216 0.05
C 0.463 -1.017 -3.713 -0.11
O -0.367 -0.230 -2.858 -0.15
H 0.346 -0.712 -4.756 0.09
H 0.150 -2.052 -3.604 0.08
H 1.517 -0.943 -3.433 0.08
H -0.094 0.690 -2.930 0.05
```

=====

Q: Which relative energy (zero: lowest compared OMol25 entry of this formula, charge and spin) values were calculated for the entries above? A: 328.4; 25.4, in kJ/mol.